(1)
Formula: C39H57Br2N2O4PS
Source: OMol25
Level of theory: wB97M-V/def2-TZVPD

- Energy: -212748.289 eV
- Max |F|: 1.5 eV/Å
- Orbital gap: 7.81 eV
- Charge: 0
- Structure (SMILES): [H]/N=C(\C)Cc1c(CCC)cc2c(c1[C@H](Br)[C@@H](C)Br)C(=O)c1c([PH2]=S)ccc(N(C(C)=O)C(C)=O)c1C2=O.CCCCCC.CCCCCC
- E_HOMO: -8.88 eV

Atoms and positions in Å:
H 6.21 3.40 0.51
N 6.08 2.56 1.07
C 5.12 1.89 0.55
C 4.39 2.36 -0.68
C 4.74 0.61 1.27
C 3.40 0.05 0.84
C 2.25 0.70 1.35
C 2.31 1.86 2.32
C 2.61 1.46 3.78
C 2.15 0.06 4.18
C 0.99 0.26 0.98
C 0.87 -0.83 0.13
C 1.98 -1.48 -0.38
C 3.28 -1.03 -0.05
C 4.53 -1.66 -0.61
Br 4.80 -1.09 -2.47
C 4.65 -3.16 -0.37
C 5.49 -3.93 -1.37
Br 5.52 -3.36 1.39
C 1.67 -2.66 -1.25
O 2.25 -2.94 -2.26
C 0.49 -3.49 -0.78
C 0.47 -4.89 -0.82
P 1.82 -5.93 -1.44
S 3.07 -6.49 -0.06
C -0.64 -5.55 -0.32
C -1.74 -4.86 0.17
C -1.75 -3.47 0.18
N -2.95 -2.84 0.68
C -3.85 -2.45 -0.36
C -5.24 -2.04 0.04
O -3.54 -2.51 -1.51
C -2.73 -1.93 1.76
C -3.31 -0.55 1.76
O -2.06 -2.29 2.68
C -0.61 -2.80 -0.28
C -0.49 -1.31 -0.23
O -1.39 -0.55 -0.46
H 4.43 3.44 -0.71
H 4.89 1.96 -1.57
H 3.35 2.06 -0.71
H 4.64 0.88 2.31
H 5.54 -0.11 1.24
H 1.34 2.35 2.30
H 3.06 2.57 1.99
H 2.14 2.17 4.46
H 3.68 1.52 3.99
H 1.07 0.02 4.32
H 2.57 -0.16 5.16
H 2.49 -0.73 3.52
H 0.10 0.74 1.35
H 5.36 -1.20 -0.11
H 3.70 -3.66 -0.24
H 6.40 -3.37 -1.56
H 5.79 -4.88 -0.95
H 4.94 -4.06 -2.30
H 1.13 -7.01 -2.01
H 2.46 -5.27 -2.50
H -0.67 -6.63 -0.30
H -2.60 -5.38 0.55
H -5.90 -2.80 -0.38
H -5.47 -1.12 -0.48
H -5.38 -1.96 1.11
H -4.01 -0.41 2.57
H -2.47 0.12 1.94
H -3.77 -0.23 0.83
C 3.34 7.01 5.26
C 3.60 7.96 4.09
C 2.70 7.68 2.88
C 2.89 6.30 2.24
C 4.31 5.99 1.78
C 4.82 6.92 0.69
H 3.56 5.98 4.99
H 3.97 7.27 6.11
H 2.30 7.07 5.58
H 4.65 7.91 3.80
H 3.42 8.98 4.42
H 2.88 8.46 2.12
H 1.66 7.79 3.17
H 2.21 6.22 1.39
H 2.56 5.53 2.95
H 4.32 4.96 1.40
H 4.99 6.00 2.63
H 4.16 6.90 -0.18
H 5.82 6.63 0.37
H 4.88 7.96 1.04
C -10.42 -3.21 -4.75
C -9.57 -2.34 -3.83
C -8.69 -1.34 -4.59
C -7.65 -1.96 -5.52
C -6.68 -2.92 -4.84
C -5.82 -2.26 -3.77
H -9.80 -3.83 -5.40
H -11.05 -3.88 -4.16
H -11.07 -2.60 -5.38
H -8.95 -2.97 -3.19
H -10.23 -1.78 -3.16
H -8.19 -0.69 -3.86
H -9.34 -0.68 -5.18
H -7.08 -1.16 -5.99
H -8.16 -2.49 -6.33
H -6.02 -3.34 -5.61
H -7.22 -3.77 -4.41
H -5.24 -1.44 -4.18
H -5.11 -2.98 -3.34
H -6.43 -1.88 -2.95

Here are the Mulliken charges for atoms 1 to 6, given in e: number 1, H, carries 0.3884; number 2, N, carries -0.6833; number 3, C, carries 0.4623; number 4, C, carries -1.1145; number 5, C, carries -1.3211; number 6, C, carries 0.2566

---

(2)
Formula: C38H48BrF2O3P2RuSe2
Source: OMol25
Level of theory: wB97M-V/def2-TZVPD

- Energy: -273660.295 eV
- 2S+1: 2
- Max |F|: 2.4 eV/Å
- Orbital gap (spin up / spin down): 7.83 / 7.76 eV
- Charge: 0
- Expectation value of S²: 0.758
- E_HOMO (spin up / spin down): -7.69 / -7.82 eV

Atoms and positions in Å:
Ru -1.39 0.16 0.03
Se -0.29 -0.34 2.48
P -1.75 -1.88 2.37
Se -2.16 -2.23 0.28
C -1.33 -3.42 3.22
C -1.04 -4.58 2.51
C -0.75 -5.76 3.20
C -0.75 -5.77 4.58
C -1.01 -4.60 5.29
C -1.30 -3.43 4.62
C -3.31 -1.41 3.17
C -4.42 -2.25 3.02
C -5.63 -1.91 3.60
C -5.74 -0.73 4.33
C -4.64 0.10 4.48
C -3.43 -0.24 3.90
H -1.04 -4.57 1.43
H -0.54 -6.66 2.64
H -0.53 -6.69 5.12
H -1.00 -4.61 6.38
H -1.51 -2.52 5.17
H -4.33 -3.17 2.45
H -6.48 -2.57 3.49
H -6.69 -0.46 4.77
H -4.73 1.02 5.04
H -2.57 0.41 4.01
Br -3.96 1.44 -1.83
C -4.31 -0.41 -2.05
C -5.56 -0.90 -1.69
C -5.83 -2.24 -1.90
C -4.88 -3.07 -2.47
C -3.64 -2.56 -2.82
C -3.32 -1.22 -2.59
C -1.94 -0.74 -2.90
O -1.47 -0.90 -4.01
O -1.24 -0.21 -1.92
H -6.30 -0.23 -1.27
H -6.80 -2.64 -1.62
H -5.10 -4.11 -2.65
H -2.88 -3.19 -3.27
O 0.70 0.20 -0.23
P 1.71 0.97 -1.07
C 0.95 2.13 -2.25
C -0.28 2.87 -1.70
C -0.65 4.02 -2.63
C 0.44 5.10 -2.63
C 1.82 4.51 -2.29
C 1.97 3.11 -2.88
C 2.85 1.85 0.03
C 2.08 2.67 1.09
C 3.05 3.54 1.91
C 4.45 2.92 2.00
C 4.33 1.40 2.08
C 3.75 0.83 0.77
C 2.60 -0.22 -2.10
C 3.92 0.29 -2.73
C 4.88 -0.87 -3.03
C 4.10 -2.08 -3.54
C 3.17 -2.64 -2.44
C 2.80 -1.57 -1.40
H 0.57 1.44 -3.02
H -0.10 3.27 -0.70
H -1.11 2.17 -1.63
H -1.61 4.45 -2.34
H -0.79 3.61 -3.64
H 0.19 5.88 -1.90
H 0.48 5.58 -3.60
H 1.95 4.46 -1.20
H 2.61 5.17 -2.66
H 2.99 2.76 -2.75
H 1.80 3.17 -3.96
H 3.45 2.53 -0.58
H 1.55 1.97 1.74
H 1.33 3.31 0.64
H 2.64 3.68 2.91
H 3.13 4.53 1.45
H 4.97 3.31 2.88
H 5.05 3.19 1.13
H 3.69 1.13 2.92
H 5.30 0.94 2.27
H 3.16 -0.06 1.00
H 4.56 0.51 0.11
H 1.86 -0.39 -2.90
H 4.42 1.01 -2.08
H 3.70 0.81 -3.66
H 5.43 -1.15 -2.13
H 5.62 -0.55 -3.77
H 4.78 -2.86 -3.89
H 3.50 -1.77 -4.41
H 3.67 -3.47 -1.93
H 2.26 -3.04 -2.90
H 3.59 -1.49 -0.66
H 1.89 -1.86 -0.88
F -1.67 2.20 2.13
C -2.18 1.74 0.96
F -3.47 1.34 1.25
H -2.25 2.59 0.28

Here are the Mulliken charges for atoms 1 to 6, given in e: number 1, Ru, carries 0.2085; number 2, Se, carries -0.4164; number 3, P, carries 1.0658; number 4, Se, carries -0.6568; number 5, C, carries 0.7004; number 6, C, carries -0.4068

---

(3)
Formula: CClF3O2S
Source: OMol25
Level of theory: wB97M-V/def2-TZVPD

- Energy: -36640.068 eV
- Max |F|: 7.2 eV/Å
- Orbital gap: 11.50 eV
- Charge: 0
- Structure (SMILES): O=S(=O)(Cl)C(F)(F)F
- E_HOMO: -11.77 eV

Atoms and positions in Å:
O -1.24 -1.30 -1.09
S 0.16 -0.55 -0.78
O 1.46 -1.21 -0.78
Cl 0.10 1.13 -1.78
C -0.08 0.33 0.85
F 1.09 0.85 1.28
F -0.58 -0.57 1.66
F -0.90 1.30 0.65

Here are the natural (NBO) charges for atoms 1 to 6, given in e: number 1, O, carries -0.8140; number 2, S, carries 1.8286; number 3, O, carries -0.8177; number 4, Cl, carries -0.1095; number 5, C, carries 0.7793; number 6, F, carries -0.2994

---

(4)
Formula: C9H16NS2
Source: OMol25
Level of theory: wB97M-V/def2-TZVPD

- Energy: -32741.474 eV
- Max |F|: 4.0 eV/Å
- Orbital gap: 8.94 eV
- Charge: +1
- E_HOMO: -12.19 eV

Atoms and positions in Å:
C 2.20 3.38 -0.16
C 1.16 2.45 0.14
C 3.39 2.71 -0.47
C 1.59 1.18 0.01
C 0.58 -0.70 2.04
C 1.44 -1.41 -0.92
C -1.66 -0.87 -1.29
C -2.40 -1.99 -0.43
C -1.01 0.08 -0.27
N -3.18 -1.36 0.60
S 3.26 1.01 -0.41
S 0.75 -0.39 0.22
H 2.27 4.43 -0.20
H 0.08 2.70 0.14
H 4.29 3.24 -0.71
H 0.35 -1.76 2.28
H 1.65 -0.54 2.30
H 2.45 -1.33 -1.38
H 1.09 -2.41 -0.73
H -0.98 -1.41 -1.91
H -2.27 -0.23 -1.81
H -1.73 -2.54 0.13
H -3.10 -2.54 -1.05
H -1.67 0.05 0.66
H -0.72 1.15 -0.65
H -0.18 -0.02 2.54
H -3.72 -2.16 1.12
H -3.93 -0.75 0.23

Here are the natural (NBO) charges for atoms 1 to 6, given in e: number 1, C, carries -0.2374; number 2, C, carries -0.2179; number 3, C, carries -0.3677; number 4, C, carries -0.4576; number 5, C, carries -0.7969; number 6, C, carries -0.9611

---

(5)
Formula: C7H9NO2S2
Source: OMol25
Level of theory: wB97M-V/def2-TZVPD

- Energy: -34656.263 eV
- Max |F|: 4.2 eV/Å
- Orbital gap (spin up / spin down): 6.24 / 7.18 eV
- Charge: 0
- E_HOMO (spin up / spin down): -7.77 / -8.61 eV

Atoms and positions in Å:
C 3.04 0.13 1.47
C 1.78 -0.51 1.23
C 3.32 1.11 0.55
C 1.16 -0.04 0.09
C -1.66 -2.20 -1.03
C -0.88 -1.45 -0.28
C 0.03 -0.42 -0.65
N -2.60 1.31 -1.14
O -2.57 0.77 1.37
O -1.22 2.82 0.53
S 2.08 1.27 -0.60
S -1.73 1.42 0.32
H 3.45 0.12 2.53
H 1.46 -1.27 1.93
H 4.14 1.91 0.56
H -2.40 -2.86 -0.58
H -1.35 -2.45 -2.13
H -1.34 -1.39 0.72
H 0.19 -0.19 -1.73
H -2.82 0.27 -1.19
H -2.07 1.66 -1.97

Here are the natural (NBO) charges for atoms 1 to 6, given in e: number 1, C, carries -0.2642; number 2, C, carries -0.2109; number 3, C, carries -0.4042; number 4, C, carries -0.2666; number 5, C, carries -0.3558; number 6, C, carries -0.2863

---

(6)
Formula: C25H28BrGeIN2O3ReSe
Source: OMol25
Level of theory: wB97M-V/def2-TZVPD

- Energy: -237622.271 eV
- 2S+1: 4
- Max |F|: 0.1 eV/Å
- Orbital gap (spin up / spin down): 5.97 / 5.01 eV
- Charge: +2
- Expectation value of S²: 3.791
- E_HOMO (spin up / spin down): -13.43 / -13.43 eV

Atoms and positions in Å:
Re 0.93 -0.54 -1.78
O -1.15 3.49 -1.91
C -2.38 2.99 -1.69
C -3.40 3.92 -1.50
C -4.69 3.50 -1.27
C -5.01 2.14 -1.23
C -4.02 1.22 -1.43
C -2.68 1.61 -1.66
C -1.68 0.58 -1.83
O -0.39 0.94 -1.89
N -1.99 -0.68 -1.88
N -0.84 -1.46 -1.98
C -1.04 -2.74 -2.22
C -0.04 -3.70 -2.48
C -0.44 -5.04 -2.67
C 0.48 -6.01 -3.00
C 1.82 -5.65 -3.16
C 2.25 -4.35 -2.98
C 1.32 -3.38 -2.63
O 1.75 -2.10 -2.47
H -0.51 2.78 -2.04
H -3.14 4.97 -1.54
H -5.47 4.24 -1.12
H -6.03 1.82 -1.06
H -4.25 0.16 -1.42
H -2.09 -3.04 -2.25
H -1.49 -5.30 -2.57
H 0.17 -7.03 -3.15
H 2.55 -6.41 -3.43
H 3.28 -4.06 -3.12
C -2.87 -0.32 3.73
Ge -1.34 0.59 2.97
C 0.21 0.63 4.14
C -1.75 2.35 2.22
C -0.84 -0.49 1.33
Se 0.88 0.11 0.67
C 2.02 -1.27 1.43
H -3.23 0.23 4.60
H -2.61 -1.33 4.05
H -3.69 -0.39 3.00
H -0.03 1.22 5.03
H 1.07 1.11 3.66
H 0.49 -0.36 4.48
H -2.00 3.05 3.02
H -2.60 2.29 1.54
H -0.89 2.75 1.68
H -1.58 -0.27 0.56
H -0.78 -1.57 1.48
H 1.96 -1.16 2.51
H 3.03 -1.08 1.09
H 1.67 -2.26 1.13
Br 1.84 3.60 -0.49
C 3.26 2.63 0.26
C 3.73 3.00 1.52
C 4.78 2.31 2.11
C 5.38 1.24 1.45
C 4.92 0.86 0.20
C 3.86 1.55 -0.37
I 3.27 0.94 -2.30
H 3.27 3.84 2.02
H 5.13 2.62 3.08
H 6.21 0.71 1.90
H 5.39 0.04 -0.33

Here are the natural (NBO) charges for atoms 1 to 6, given in e: number 1, Re, carries 1.4149; number 2, O, carries -0.6656; number 3, C, carries 0.4458; number 4, C, carries -0.2921; number 5, C, carries -0.1180; number 6, C, carries -0.2429